12 unconnected molecules or ions with the total composition C36H92N8O24P4. Source: the OMol25 dataset; level of theory: the ωB97M-V functional and the def2-TZVPD basis.

Last column: Löwdin charge in e.
Cartesian coordinates (Å):
C: -3.6644 -4.5418 -8.0873  -0.164
O: -3.0499 -5.5758 -8.6931  -0.227
P: -3.9843 -6.8889 -8.8382  0.416
O: -4.6183 -7.3821 -7.6016  -0.215
O: -5.0115 -6.6106 -10.0554  -0.189
C: -4.5768 -5.9846 -11.2016  -0.142
O: -3.0185 -7.9472 -9.4936  -0.187
C: -1.6715 -7.9929 -9.0356  -0.105
H: -4.3469 -4.8760 -7.3059  0.094
H: -4.1804 -4.0150 -8.8900  0.092
H: -2.9921 -3.8214 -7.6213  0.097
H: -3.8551 -5.2459 -10.8530  0.077
H: -5.3921 -5.4770 -11.7172  0.094
H: -4.1201 -6.5734 -11.9971  0.093
H: -1.4815 -7.4517 -8.1088  0.089
H: -0.9398 -7.7694 -9.8120  0.090
H: -1.4102 -9.0215 -8.7868  0.087
C: -7.4573 9.6972 2.9986  -0.097
O: -7.3585 8.4530 2.2809  -0.202
P: -7.4988 7.0652 3.0933  0.446
O: -7.8828 5.8627 2.2828  -0.249
O: -8.4629 7.4550 4.3196  -0.230
C: -9.8670 7.5339 4.0632  -0.106
O: -6.0600 6.9782 3.8319  -0.214
C: -5.8567 5.8967 4.7213  -0.120
H: -8.4240 9.7987 3.4919  0.066
H: -7.4292 10.5503 2.3207  0.091
H: -6.7294 9.8713 3.7911  0.094
H: -10.4335 7.4174 4.9871  0.089
H: -10.2377 6.7682 3.3817  0.089
H: -10.2306 8.4942 3.6973  0.081
H: -6.5940 5.8717 5.5238  0.086
H: -4.8926 5.9622 5.2256  0.088
H: -5.8475 4.9424 4.1947  0.089
C: 0.6402 -7.1992 4.4098  -0.157
O: 1.9310 -7.3333 4.7614  -0.216
P: 3.1572 -6.5736 4.0366  0.469
O: 3.0861 -5.1082 4.1590  -0.234
O: 3.2317 -7.2190 2.5230  -0.224
C: 3.4726 -8.6023 2.3603  -0.124
O: 4.4200 -7.2743 4.7747  -0.238
C: 5.6422 -6.5958 5.1793  -0.072
H: 0.1298 -6.6333 5.1891  0.095
H: 0.1231 -8.1586 4.4030  0.094
H: 0.5910 -6.7098 3.4370  0.095
H: 2.6900 -9.1612 1.8472  0.088
H: 3.8395 -9.0752 3.2712  0.087
H: 4.2235 -8.6847 1.5744  0.085
H: 5.6624 -5.5172 5.0231  0.083
H: 6.5516 -7.0182 4.7520  0.085
H: 5.7177 -6.7569 6.2546  0.085
C: 2.6915 13.5019 0.3115  -0.102
O: 1.5272 13.5765 1.1602  -0.209
P: 1.3596 12.4011 2.2479  0.416
O: 0.1593 12.6679 3.0544  -0.234
O: 1.1825 11.1153 1.2828  -0.223
C: 0.5082 9.9424 1.7737  -0.091
O: 2.7866 12.2180 2.9992  -0.229
C: 3.3362 13.1728 3.8696  -0.114
H: 2.3788 13.4228 -0.7297  0.090
H: 3.3571 12.6718 0.5483  0.081
H: 3.2556 14.4283 0.4190  0.087
H: 1.2341 9.1294 1.7602  0.085
H: -0.3570 9.7350 1.1441  0.091
H: 0.1131 10.0481 2.7841  0.082
H: 3.5488 12.7701 4.8599  0.090
H: 2.6912 14.0467 3.9607  0.093
H: 4.3129 13.4963 3.5097  0.087
C: 12.2776 -4.1299 -1.3921  -0.057
N: 10.8215 -4.4261 -1.3512  0.006
C: 10.0428 -4.1942 -0.2692  -0.602
C: 8.6516 -4.6130 -0.3222  -0.013
O: 10.5477 -3.7918 0.7693  0.032
H: 12.5122 -3.1062 -1.6842  0.074
H: 12.7400 -4.7395 -2.1684  0.078
H: 12.6818 -4.2178 -0.3836  0.079
H: 10.4204 -4.8129 -2.1936  0.131
H: 8.6450 -5.6742 -0.5710  0.091
H: 8.2299 -4.0588 -1.1607  0.089
H: 8.1363 -4.4349 0.6216  0.092
C: -8.1400 -9.4632 2.9770  -0.085
N: -8.1734 -8.0897 2.5393  -0.008
C: -7.0969 -7.4671 2.0378  -0.563
C: -7.1788 -5.9911 1.7314  -0.004
O: -5.9996 -8.0049 2.0402  0.035
H: -7.5066 -9.6269 3.8489  0.087
H: -7.9064 -10.1657 2.1770  0.089
H: -9.1682 -9.6535 3.2845  0.080
H: -9.1060 -7.7227 2.6639  0.132
H: -6.7120 -5.7324 0.7810  0.084
H: -6.6164 -5.3628 2.4220  0.086
H: -8.2369 -5.7295 1.7406  0.068
C: -0.9537 -1.9269 8.5058  -0.049
N: 0.5079 -1.5809 8.4017  0.014
C: 1.1852 -1.0932 9.4322  -0.547
C: 2.7126 -0.8854 9.2077  -0.002
O: 0.6825 -0.9502 10.5625  0.004
H: -1.2403 -2.9498 8.7498  0.078
H: -1.5052 -1.6543 7.6059  0.073
H: -1.4164 -1.2779 9.2493  0.076
H: 0.9875 -1.9868 7.6110  0.134
H: 3.3463 -1.7480 9.4138  0.078
H: 3.0353 -0.0301 9.8014  0.076
H: 2.7544 -0.5983 8.1570  0.064
C: -10.3059 1.2801 -3.1896  -0.054
N: -9.0621 1.2131 -2.4298  0.004
C: -8.0874 0.3803 -2.7067  -0.575
C: -6.6335 0.7017 -2.3359  -0.002
O: -8.2909 -0.5568 -3.4724  0.014
H: -10.1375 2.0881 -3.9017  0.081
H: -11.1537 1.6488 -2.6123  0.078
H: -10.5419 0.3766 -3.7517  0.086
H: -8.8081 1.9755 -1.8180  0.139
H: -6.4347 1.5569 -1.6899  0.065
H: -6.1328 1.0221 -3.2496  0.082
H: -6.1434 -0.1493 -1.8632  0.080
C: -0.3823 5.3190 -3.3038  -0.040
N: 0.6374 6.3405 -3.5487  0.007
C: 0.5929 7.3596 -4.3382  -0.623
C: 1.8393 8.1866 -4.3095  0.000
O: -0.3590 7.7351 -5.0154  0.028
H: 0.2121 4.4167 -3.4478  0.081
H: -1.1914 5.3207 -4.0341  0.088
H: -0.8217 5.2712 -2.3074  0.080
H: 1.5208 6.1898 -3.0828  0.131
H: 2.3235 8.2444 -5.2843  0.090
H: 2.5465 7.5838 -3.7397  0.063
H: 1.5433 9.1055 -3.8035  0.095
C: 6.1058 1.9410 1.9846  -0.060
N: 6.2642 3.3707 1.6468  0.001
C: 5.4689 4.2347 0.9068  -0.523
C: 5.9384 5.6523 0.7606  -0.014
O: 4.4880 3.8103 0.2800  0.006
H: 5.7778 1.8051 3.0151  0.074
H: 7.0098 1.3399 1.8872  0.078
H: 5.3186 1.4682 1.3974  0.078
H: 7.0182 3.9043 2.0551  0.115
H: 6.5857 5.7507 -0.1108  0.088
H: 6.5600 5.9376 1.6093  0.072
H: 5.1624 6.4028 0.6101  0.085
C: 0.1710 -1.8405 -0.0731  -0.048
N: 0.3042 -0.5427 0.6484  0.016
C: -0.4157 -0.2045 1.7118  -0.631
C: 0.0684 0.9448 2.5025  -0.008
O: -1.4092 -0.8081 2.0319  0.050
H: -0.6300 -2.4797 0.2984  0.086
H: 1.1650 -2.2776 -0.1679  0.074
H: 0.0186 -1.7439 -1.1480  0.067
H: 1.1164 0.0147 0.4251  0.133
H: 0.0239 1.7989 1.8268  0.086
H: 1.1044 0.8022 2.8099  0.086
H: -0.6603 1.0829 3.3013  0.089
C: 4.9645 -6.6973 -5.8692  -0.080
N: 5.8492 -6.4302 -6.9768  -0.010
C: 7.2035 -6.3574 -6.9990  -0.573
C: 7.8207 -6.2887 -8.3699  -0.010
O: 7.8918 -6.4444 -6.0126  0.054
H: 4.7133 -7.7428 -5.6907  0.081
H: 4.0824 -6.0714 -6.0039  0.084
H: 5.3800 -6.4125 -4.9026  0.080
H: 5.3935 -6.0424 -7.7905  0.130
H: 7.1923 -6.9088 -9.0092  0.077
H: 8.8627 -6.5924 -8.4697  0.086
H: 7.7820 -5.2622 -8.7344  0.082

- E: -137047.8755 eV
- Kohn-Sham gap: 0.3437 hartree
- Structure (SMILES): COP(=O)(OC)OC.COP(=O)(OC)OC.COP(=O)(OC)OC.COP(=O)(OC)OC.CNC(C)=O.CNC(C)=O.CNC(C)=O.CNC(C)=O.CNC(C)=O.CNC(C)=O.CNC(C)=O.CNC(C)=O
- E_HOMO: -0.339 Ha
- Lowest unoccupied orbital energy: 0.125 eV